(1)
A cluster of 2 separate species, C3H10N2S in total in a non-equilibrium geometry, computed with wB97M-V/def2-TZVPD.

ORCA input file:
```
! wB97M-V def2-TZVPD RIJCOSX def2/J DEFGRID3
* xyz 0 1
C 1.730 -1.061 0.946
C 1.563 -1.542 -0.539
S 1.591 -0.172 -1.751
H 2.718 -0.674 1.142
H 1.102 -0.330 1.189
H 1.694 -1.903 1.674
H 2.286 -2.333 -0.746
H 0.698 -2.014 -0.701
N -2.194 2.321 -0.338
C -1.691 1.116 0.192
N -2.507 0.134 0.271
H -3.155 2.197 -0.608
H -1.826 3.279 -0.290
H -0.744 1.004 0.692
H -2.214 -0.737 -0.186
H 0.949 0.715 -0.947
*
```

Its LUMO energy is 0.0323 Eh. The frontier orbital gap comes out at 9.5 eV. The HOMO energy comes out at -8.604 eV. Its SMILES is [H]/N=C/N.CCS.

***

(2)
A cluster of 2 separate species, C3H10N3 in total, computed with wB97M-V/def2-TZVPD.

ORCA input file:
```
! wB97M-V def2-TZVPD RIJCOSX def2/J DEFGRID3
* xyz 0 2
N 1.692 -0.011 0.241
C 1.986 -0.427 -1.051
N 3.298 -0.564 -1.499
H 2.351 -0.025 0.996
H 0.726 0.122 0.481
H 1.183 -0.704 -1.711
H 3.445 -0.734 -2.474
H 4.105 -0.236 -1.004
C -1.447 0.789 0.143
C -2.405 0.682 1.057
N -3.071 -0.490 1.434
H -1.332 -0.003 -0.588
H -0.878 1.697 0.030
H -2.706 1.544 1.645
H -2.871 -1.265 0.812
H -4.076 -0.374 1.488
*
```

Its LUMO energy (alpha / beta) is 0.0413 / 0.0405 Eh. The frontier orbital gap (alpha / beta) comes out at 5.6 / 9.8 eV. The HOMO energy (alpha / beta) comes out at -4.429 / -8.737 eV.

***

(3)
A cluster of 2 separate species, C3H10N3 in total in a non-equilibrium geometry, computed with wB97M-V/def2-TZVPD.

ORCA input file:
```
! wB97M-V def2-TZVPD RIJCOSX def2/J DEFGRID3
* xyz 1 1
C 1.258 0.908 0.013
C 0.259 1.052 0.905
N -0.185 -0.162 1.596
N 1.491 1.720 -1.065
H 1.957 0.083 0.125
H -0.373 1.921 0.980
H -0.556 0.012 2.536
H 0.619 -0.769 1.762
H 2.470 1.807 -1.316
H 1.066 2.635 -1.008
C -1.095 -1.853 -1.284
N -1.785 -1.432 -0.299
H -0.094 -2.211 -1.054
H -1.469 -1.924 -2.301
H -2.656 -1.046 -0.663
H -0.905 -0.741 1.073
*
```

Its LUMO energy is -0.1072 Eh. The frontier orbital gap comes out at 10.1 eV. The HOMO energy comes out at -13.004 eV.

***

(4)
A structure of composition C3H10N3 in a non-equilibrium geometry, computed with wB97M-V/def2-TZVPD.

ORCA input file:
```
! wB97M-V def2-TZVPD RIJCOSX def2/J DEFGRID3
* xyz 1 1
C -1.695 -1.566 0.976
C -0.154 -1.445 0.626
C -1.130 -0.419 0.266
N -1.234 0.663 -0.305
N 1.813 0.566 -0.414
N 0.972 1.693 -0.939
H -2.321 -2.165 0.391
H -2.053 -1.472 1.981
H 0.725 -1.310 1.241
H 0.374 -2.060 -0.053
H 1.917 0.506 0.538
H 1.324 1.609 -1.859
H 2.735 0.624 -0.841
H 1.218 2.651 -0.484
H -0.234 1.103 -0.678
H -2.257 1.023 -0.444
*
```

Its LUMO energy is -0.1203 Eh. The frontier orbital gap comes out at 10.9 eV. The HOMO energy comes out at -14.131 eV.

***

(5)
The ion C3H10N3 with charge +1 in a non-equilibrium geometry, computed with wB97M-V/def2-TZVPD.

ORCA input file:
```
! wB97M-V def2-TZVPD RIJCOSX def2/J DEFGRID3
* xyz 1 3
C -0.547 2.071 0.067
C -0.679 -1.061 0.302
C 0.561 0.024 -0.373
N 0.417 1.268 0.291
N -1.915 -0.537 0.016
N 1.907 -0.415 0.156
H -0.723 3.038 0.543
H -1.226 2.013 -0.668
H -0.285 -1.161 1.267
H -0.379 -1.940 -0.283
H 0.703 -0.075 -1.394
H -2.413 -0.616 -0.786
H -2.183 0.188 0.735
H 2.559 0.275 0.515
H 1.793 -0.833 1.065
H 2.382 -1.136 -0.409
*
```

Its LUMO energy (alpha / beta) is -0.1324 / -0.2591 Eh. The frontier orbital gap (alpha / beta) comes out at 6.0 / 6.3 eV. The HOMO energy (alpha / beta) comes out at -9.553 / -13.391 eV.

***

(6)
A cluster of 2 separate species, C3H10N3 in total in a non-equilibrium geometry, computed with wB97M-V/def2-TZVPD.

ORCA input file:
```
! wB97M-V def2-TZVPD RIJCOSX def2/J DEFGRID3
* xyz 2 2
C 1.999 -0.464 0.139
C 1.438 -1.475 0.850
N 0.835 -2.599 0.293
H 1.815 -0.400 -0.930
H 2.762 0.177 0.582
H 1.525 -1.486 1.949
H 0.712 -2.537 -0.717
H -0.010 -2.946 0.756
N -2.165 1.244 0.406
C -1.063 1.122 -0.304
N -0.728 1.995 -1.266
H -2.778 2.033 0.296
H -2.309 0.625 1.228
H -0.369 0.311 -0.099
H 0.110 1.836 -1.782
H -1.295 2.807 -1.420
*
```

Its LUMO energy (alpha / beta) is -0.2936 / -0.4379 Eh. The frontier orbital gap (alpha / beta) comes out at 11.6 / 7.7 eV. The HOMO energy (alpha / beta) comes out at -19.610 / -19.610 eV.

***

(7)
A cluster of 2 separate species, C3H10N3O2 in total, computed with wB97M-V/def2-TZVPD.

ORCA input file:
```
! wB97M-V def2-TZVPD RIJCOSX def2/J DEFGRID3
* xyz 1 1
C 1.598 -0.915 -0.100
C 0.892 -0.711 -1.222
N -0.116 -1.501 -1.656
N 2.642 0.069 0.248
H 1.473 -1.725 0.596
H 1.042 0.162 -1.847
H -0.542 -1.259 -2.529
H -0.154 -2.464 -1.383
H 3.581 -0.337 0.324
H 2.469 0.532 1.142
H 2.716 0.819 -0.440
N -2.102 1.910 0.836
C -2.647 0.628 0.782
O -2.300 -0.189 1.810
O -3.413 0.279 -0.057
H -2.217 2.362 -0.060
H -1.155 2.011 1.140
H -1.767 0.331 2.417
*
```

Its LUMO energy is -0.1457 Eh. The frontier orbital gap comes out at 9.3 eV. The HOMO energy comes out at -13.237 eV.

***

(8)
A cluster of 2 separate species, C3H10N3P in total in a non-equilibrium geometry, computed with wB97M-V/def2-TZVPD.

ORCA input file:
```
! wB97M-V def2-TZVPD RIJCOSX def2/J DEFGRID3
* xyz 2 1
C 0.385 0.650 -1.907
C -0.090 -0.215 0.315
C -2.539 1.458 1.576
N 0.834 0.471 -3.078
N 0.592 -0.144 -0.837
N 0.255 -1.175 1.147
P 1.816 -1.978 1.376
H -0.347 1.347 -1.747
H -1.801 1.954 2.272
H -3.015 0.541 1.935
H -2.784 2.108 0.757
H 0.699 1.041 -3.974
H 1.195 -0.397 -3.340
H 1.212 -0.936 -1.010
H -0.347 -1.273 2.066
H 1.522 -2.567 2.595
H 2.414 -0.884 1.857
*
```

Its LUMO energy (alpha / beta) is -0.4047 / -0.3727 Eh. The frontier orbital gap (alpha / beta) comes out at 5.6 / 6.7 eV. The HOMO energy (alpha / beta) comes out at -16.635 / -16.858 eV.

***

(9)
The ion C3H10N3S with charge +1 in a non-equilibrium geometry, computed with wB97M-V/def2-TZVPD.

ORCA input file:
```
! wB97M-V def2-TZVPD RIJCOSX def2/J DEFGRID3
* xyz 1 3
C 2.194 0.881 -0.768
C -1.482 -0.376 0.467
C -2.283 0.829 0.750
N -0.463 -0.256 -0.323
N 0.514 -1.662 -0.424
N 2.554 0.772 0.511
S 0.150 1.209 -0.864
H 2.324 1.851 -1.123
H 2.379 0.131 -1.442
H -1.602 -1.167 1.117
H -2.322 0.960 1.798
H -3.392 0.614 0.540
H -1.818 1.656 0.267
H 0.019 -2.362 0.229
H 0.441 -1.937 -1.419
H 2.771 -0.099 1.010
H 2.562 1.514 1.137
*
```

Its LUMO energy (alpha / beta) is -0.1461 / -0.2617 Eh. The frontier orbital gap (alpha / beta) comes out at 6.3 / 7.0 eV. The HOMO energy (alpha / beta) comes out at -10.234 / -14.140 eV.

***

(10)
The molecule C3H10N4 in a non-equilibrium geometry, computed with wB97M-V/def2-TZVPD.

ORCA input file:
```
! wB97M-V def2-TZVPD RIJCOSX def2/J DEFGRID3
* xyz 0 1
C 1.255 1.457 -0.334
N 0.920 -0.121 -0.504
C -0.505 -0.335 -0.175
C -0.923 0.382 0.877
N 1.759 -1.021 0.249
N -1.043 -1.338 -1.069
N -2.237 0.291 1.274
H 1.030 -0.365 -1.491
H 2.733 -0.737 0.159
H 1.461 -0.924 1.221
H -2.041 -1.215 -1.206
H -0.914 -2.277 -0.708
H -2.579 0.997 1.903
H -2.958 -0.097 0.669
H 0.642 2.076 -0.985
H 2.310 1.530 -0.600
H 1.088 1.697 0.718
*
```

Its LUMO energy is 0.0317 Eh. The frontier orbital gap comes out at 7.4 eV. The HOMO energy comes out at -6.543 eV.

***

(11)
The molecule C3H10N4 in a non-equilibrium geometry, computed with wB97M-V/def2-TZVPD.

ORCA input file:
```
! wB97M-V def2-TZVPD RIJCOSX def2/J DEFGRID3
* xyz 0 1
C 2.546 -0.467 0.028
C 1.122 -0.343 0.537
C -1.183 -0.124 -0.088
H 3.006 0.505 -0.218
H 2.721 -1.057 -0.887
H 3.111 -0.891 0.934
H 1.073 0.392 1.308
H 0.767 -1.318 0.933
H 1.049 2.016 -0.764
H -0.653 2.014 -0.776
H -2.050 -1.804 0.229
H -1.212 -1.902 -1.312
H -1.821 1.417 0.681
N 0.153 0.285 -0.330
N 0.208 1.661 -0.317
N -1.259 -1.566 -0.375
N -2.088 0.511 0.596
*
```

Its LUMO energy is 0.0364 Eh. The frontier orbital gap comes out at 9.0 eV. The HOMO energy comes out at -8.055 eV. Its SMILES is [H]/N=C(/N)N(N)CC.

***

(12)
The molecule C3H10N4 in a non-equilibrium geometry, computed with wB97M-V/def2-TZVPD.

ORCA input file:
```
! wB97M-V def2-TZVPD RIJCOSX def2/J DEFGRID3
* xyz 0 1
C 0.023 1.688 -0.186
C 1.942 0.658 -0.927
C -0.254 -0.953 1.274
H 0.705 2.296 0.439
H -0.604 2.393 -1.077
H -1.022 1.601 0.461
H 1.961 0.984 -2.103
H 2.536 -0.331 -0.488
H 2.207 1.729 -0.209
H -0.184 -1.579 2.156
H -2.406 -1.543 1.074
H -1.707 -0.055 -1.334
H -0.461 -0.998 -0.969
N 0.548 0.384 -0.439
N 0.762 -0.261 0.848
N -1.478 -0.908 0.550
N -1.445 -1.051 -0.804
*
```

Its LUMO energy is 0.0324 Eh. The frontier orbital gap comes out at 9.3 eV. The HOMO energy comes out at -8.451 eV. Its SMILES is CN(C)/N=C\NN.

***

(13)
The molecule C3H10N4, computed with wB97M-V/def2-TZVPD.

ORCA input file:
```
! wB97M-V def2-TZVPD RIJCOSX def2/J DEFGRID3
* xyz 0 1
C -1.430 -0.110 1.679
N 1.014 0.365 -0.864
N 1.846 -0.642 -0.292
N -0.738 -0.435 0.448
C -0.221 0.659 -0.296
N 1.979 -1.775 -1.123
C -0.817 1.842 -0.449
H 1.544 1.177 -1.153
H 1.388 -0.963 0.565
H -1.278 -1.065 -0.123
H 2.559 -1.523 -1.920
H 1.081 -2.115 -1.475
H -0.817 0.589 2.253
H -1.554 -1.025 2.256
H -2.423 0.343 1.532
H -0.331 2.650 -0.962
H -1.803 2.028 -0.073
*
```

Its LUMO energy is 0.0364 Eh. The frontier orbital gap comes out at 9.0 eV. The HOMO energy comes out at -7.961 eV. Its SMILES is C=C(NC)NNN.

***

(14)
A cluster of 2 separate species, C3H10N4 in total in a non-equilibrium geometry, computed with wB97M-V/def2-TZVPD.

ORCA input file:
```
! wB97M-V def2-TZVPD RIJCOSX def2/J DEFGRID3
* xyz 0 1
C -0.807 0.948 -1.311
C -1.159 0.501 1.196
C -0.522 0.090 -0.109
N 0.051 -2.016 0.644
N -0.001 -1.065 -0.336
H 0.092 -1.698 1.608
H 0.765 -2.697 0.438
H -1.879 0.959 -1.511
H -0.487 1.976 -1.138
H -0.462 0.393 2.031
H -1.490 1.535 1.148
H -0.297 0.556 -2.188
H -2.026 -0.130 1.406
N 2.457 0.758 -0.174
N 2.617 -0.236 -0.833
H 1.712 -0.795 -1.016
H 1.438 0.921 0.146
*
```

Its LUMO energy is 0.0301 Eh. The frontier orbital gap comes out at 9.3 eV. The HOMO energy comes out at -8.529 eV. Its SMILES is [H]/N=N\[H].CC(C)=NN.

***

(15)
A cluster of 2 separate species, C3H10N4 in total in a non-equilibrium geometry, computed with wB97M-V/def2-TZVPD.

ORCA input file:
```
! wB97M-V def2-TZVPD RIJCOSX def2/J DEFGRID3
* xyz 2 1
C -0.469 1.573 -0.786
C -0.056 -0.607 -0.474
C -2.497 0.120 -0.612
N 0.828 1.445 -0.641
N -1.049 0.388 -0.543
N 1.108 0.197 -0.307
N 2.289 0.353 1.723
H -1.043 2.420 -0.919
H -0.150 -1.158 0.517
H -0.032 -1.264 -1.444
H -2.870 -0.677 0.158
H -3.038 1.028 -0.495
H -2.688 -0.336 -1.568
H 2.061 -0.235 -0.261
H 1.543 0.602 2.439
H 3.093 1.061 1.653
H 2.600 -0.669 1.696
*
```

Its LUMO energy (alpha / beta) is -0.4472 / -0.4352 Eh. The frontier orbital gap (alpha / beta) comes out at 6.5 / 8.2 eV. The HOMO energy (alpha / beta) comes out at -18.637 / -20.082 eV.

***

| no. | total energy (Eh) |
| --- | --- |
| 1 | -627.92396 |
| 2 | -284.46958 |
| 3 | -284.29109 |
| 4 | -284.19841 |
| 5 | -284.07906 |
| 6 | -283.87916 |
| 7 | -434.80843 |
| 8 | -625.09564 |
| 9 | -682.27752 |
| 10 | -339.17191 |
| 11 | -339.25239 |
| 12 | -339.08253 |
| 13 | -339.23636 |
| 14 | -339.22655 |
| 15 | -338.52133 |